[1]
A 2-piece molecular cluster, C8H19N6 overall at a distorted geometry. Source: the OMol25 dataset; level of theory: ωB97M-V/def2-TZVPD.

Its lowest unoccupied orbital energy is -0.090 hartree. The calculation puts the energy above the lowest of the compared OMol25 structures with the same formula, charge and spin at 0.0 kcal per mole. For the gap between HOMO and LUMO, the calculation gives 0.32352 Ha. Its total charge is +1. Its electronic energy is -644.40701 Ha.

Each line ends with the Mulliken charge.
Positions of all 33 atoms, in Å:
C: -0.68 -2.50 1.39  -0.465
C: -1.60 -1.38 0.94  -1.055
C: 0.05 0.44 1.30  -0.638
C: 0.44 -1.31 -0.18  -0.289
C: -0.45 2.25 0.43  -0.428
C: 1.74 -0.64 0.23  0.313
C: -1.36 0.76 -1.16  0.273
C: -1.19 0.28 -2.61  -1.259
N: 0.10 -2.68 0.17  -0.515
N: 1.44 0.26 1.28  -0.344
N: -0.61 1.79 -0.80  -0.035
N: -0.60 -0.44 0.44  0.136
N: 0.46 3.26 0.63  -0.596
N: 2.16 0.16 -0.99  -0.633
H: -0.02 -2.13 2.14  0.297
H: -1.17 -3.54 1.67  0.371
H: -2.17 -1.76 0.10  0.403
H: -2.27 -1.10 1.60  0.596
H: -0.45 0.80 2.16  0.572
H: 0.44 -1.22 -1.27  0.070
H: -1.42 2.55 0.90  0.417
H: 2.61 -1.37 0.42  0.371
H: -2.37 0.76 -0.75  0.463
H: -0.74 -0.65 -2.73  0.358
H: -0.60 1.09 -2.99  0.361
H: -2.17 0.27 -3.09  0.356
H: 0.95 -3.34 0.22  0.355
H: 1.84 0.12 2.30  0.341
H: 0.07 2.02 -1.43  0.176
H: 1.44 2.94 0.38  0.269
H: 0.60 3.83 1.55  0.317
H: 2.86 0.84 -0.69  0.232
H: 2.67 -0.35 -1.60  0.210

[2]
C8H19N8O4PPtS as an isolated structure. Source: the OMol25 dataset; level of theory: ωB97M-V/def2-TZVPD.

Its lowest unoccupied orbital energy is -0.208 hartree. The calculation puts the energy above the lowest of the compared OMol25 structures with the same formula, charge and spin at 0.0 kcal per mole. For the gap between HOMO and LUMO, the calculation gives 0.28655 Ha. Its total charge is +2. Its electronic energy is -1913.57627 Ha.

Each line ends with the Mulliken charge.
Positions of all 42 atoms, in Å:
Pt: 0.03 0.68 -0.89  0.543
N: 1.91 0.89 -1.79  -0.573
N: 2.12 2.25 -2.05  -0.334
C: 1.38 3.16 -1.35  0.717
N: 1.66 4.43 -1.55  -0.292
N: 0.43 2.64 -0.53  -0.215
N: -0.29 3.54 0.31  1.224
O: -1.03 3.02 1.08  -0.492
O: -0.09 4.73 0.20  -0.736
H: 2.65 0.52 -1.18  0.378
H: 1.91 0.33 -2.64  0.369
H: 2.90 2.53 -2.62  0.196
H: 2.41 4.70 -2.17  0.170
H: 1.14 5.12 -1.03  0.236
S: -1.96 0.28 0.14  -0.463
C: -1.66 0.48 1.89  0.588
C: -2.55 1.22 2.65  -0.700
C: -2.32 1.36 4.01  -0.263
C: -1.20 0.77 4.57  -0.757
C: -0.38 0.02 3.76  -0.208
N: -0.61 -0.14 2.44  -0.388
H: -3.40 1.69 2.18  0.436
H: -2.99 1.95 4.62  0.426
H: -0.97 0.87 5.63  0.407
H: 0.49 -0.48 4.16  0.406
N: -0.71 -3.04 -3.68  -0.253
C: 0.00 -3.62 -2.48  -0.908
P: 0.47 -2.25 -1.31  1.435
O: 1.93 -2.08 -1.18  -0.825
O: -0.35 -1.09 -1.91  -0.952
C: -0.19 -2.79 0.30  -0.901
N: 0.63 -2.19 1.38  -0.209
H: -0.11 -3.00 -4.50  0.376
H: -0.99 -2.07 -3.44  0.301
H: -1.54 -3.57 -3.93  0.366
H: 0.89 -4.16 -2.81  0.400
H: -0.68 -4.32 -2.01  0.446
H: -0.14 -3.88 0.36  0.577
H: -1.23 -2.46 0.43  0.283
H: 0.17 -1.18 1.73  0.404
H: 1.59 -2.04 1.03  0.394
H: 0.68 -2.81 2.18  0.392

[3]
A 3-piece molecular cluster, C8H19NO overall at a distorted geometry. Source: the OMol25 dataset; level of theory: ωB97M-V/def2-TZVPD.

Its lowest unoccupied orbital energy (spin up / spin down) is 0.029 / 0.027 hartree. The calculation puts the energy above the lowest of the compared OMol25 structures with the same formula, charge and spin at 131.2 kcal per mole. For the gap between HOMO and LUMO (spin up / spin down), the calculation gives 0.24804 / 0.23186 Ha. Its total charge is 0. Its electronic energy is -446.02364 Ha.

Each line ends with the Mulliken charge.
Positions of all 29 atoms, in Å:
C: -1.56 0.23 0.96  0.952
C: -0.30 -0.22 -1.05  -0.440
C: 0.67 -0.03 -0.08  0.205
C: 2.06 -0.63 -1.69  -0.701
C: -2.78 -0.56 0.54  -1.670
C: -1.19 -0.02 2.40  -1.517
C: 1.23 1.31 0.31  -1.453
C: 3.14 -1.35 -0.92  -0.960
N: -0.75 0.74 -1.89  -0.381
O: -1.75 1.62 0.71  -0.533
H: -2.50 1.96 1.22  0.298
H: -0.58 -1.24 -1.29  0.513
H: 0.90 -0.88 0.55  0.376
H: -0.83 1.67 -1.48  0.251
H: -1.51 0.50 -2.50  0.302
H: 1.60 -1.23 -2.47  0.372
H: 2.33 0.35 -2.06  0.296
H: -3.67 -0.28 1.15  0.450
H: -3.04 -0.37 -0.50  0.325
H: -2.63 -1.63 0.67  0.322
H: -0.97 -1.07 2.57  0.318
H: -2.01 0.27 3.09  0.434
H: -0.32 0.57 2.71  0.316
H: 1.27 1.98 -0.55  0.361
H: 2.25 1.18 0.68  0.329
H: 0.63 1.79 1.08  0.363
H: 3.54 -0.74 -0.11  0.241
H: 2.77 -2.28 -0.48  0.266
H: 4.00 -1.63 -1.55  0.361

[4]
A 2-piece molecular cluster, C8H19NO overall at a distorted geometry. Source: the OMol25 dataset; level of theory: ωB97M-V/def2-TZVPD.

Its lowest unoccupied orbital energy is 0.032 hartree. The calculation puts the energy above the lowest of the compared OMol25 structures with the same formula, charge and spin at 60.5 kcal per mole. For the gap between HOMO and LUMO, the calculation gives 0.36535 Ha. Its total charge is 0. As for the SMILES: CCN(C)C(C)=O.CCC. Its electronic energy is -446.13635 Ha.

Each line ends with the Mulliken charge.
Positions of all 29 atoms, in Å:
C: 2.75 -0.60 0.83  -1.428
C: 1.79 -0.62 -0.33  -0.194
N: 0.38 -1.04 -0.10  0.319
C: 0.05 -1.31 1.29  -1.491
C: -0.44 -1.81 -0.99  0.692
C: -0.36 -1.65 -2.48  -1.046
O: -1.35 -2.46 -0.53  -0.612
H: 3.07 -1.54 1.22  0.412
H: 2.21 -0.28 1.75  0.365
H: 3.43 0.24 0.90  0.388
H: 1.72 0.41 -0.70  0.214
H: 2.25 -1.18 -1.14  0.292
H: -0.76 -2.02 1.51  0.331
H: 0.69 -1.90 1.79  0.616
H: -0.19 -0.41 1.87  0.295
H: -1.04 -2.41 -2.85  0.335
H: -0.60 -0.60 -2.72  0.204
H: 0.63 -1.88 -2.89  0.309
C: -2.25 2.49 1.02  -1.045
C: -1.14 3.05 0.08  -0.191
C: 0.27 3.04 0.73  -0.905
H: -2.04 2.91 2.02  0.297
H: -2.16 1.41 0.87  0.214
H: -3.23 2.89 0.77  0.336
H: -1.04 2.33 -0.72  0.103
H: -1.34 4.01 -0.38  0.422
H: 0.21 2.40 1.61  0.282
H: 1.05 2.65 0.06  0.146
H: 0.53 4.10 0.74  0.340

[5]
One molecule with the formula C8H19NP2 at a distorted geometry. Source: the OMol25 dataset; level of theory: ωB97M-V/def2-TZVPD.

Its lowest unoccupied orbital energy (spin up / spin down) is -0.037 / 0.002 hartree. The calculation puts the energy above the lowest of the compared OMol25 structures with the same formula, charge and spin at 51.0 kcal per mole. For the gap between HOMO and LUMO (spin up / spin down), the calculation gives 0.20311 / 0.28492 Ha. Its total charge is 0. As for the SMILES: CCC(C)(/C=N\C=[PH2]P)CC. Its electronic energy is -1053.42715 Ha.

Each line ends with the Mulliken charge.
Positions of all 30 atoms, in Å:
C: -1.32 -2.12 2.06  -1.301
C: 0.19 -1.79 1.81  -1.145
C: 0.49 -0.63 0.74  2.187
C: -0.31 0.56 1.24  -1.331
C: 0.23 -1.22 -0.61  -0.946
N: -0.11 -0.79 -1.76  -0.254
C: -0.63 0.06 -2.52  -0.341
P: -2.21 0.90 -2.09  -0.171
P: -0.90 3.04 -1.47  -0.115
C: 1.94 -0.33 0.70  -1.078
C: 2.26 0.84 -0.23  -1.140
H: -1.31 -2.80 2.92  0.369
H: -1.83 -1.25 2.34  0.410
H: -1.60 -2.57 1.17  0.350
H: 0.56 -2.80 1.52  0.402
H: 0.62 -1.65 2.81  0.479
H: -1.35 0.34 1.45  0.325
H: -0.41 1.49 0.59  -0.136
H: 0.20 1.00 2.15  0.358
H: 0.56 -2.22 -0.76  0.484
H: -0.21 0.38 -3.45  0.470
H: -2.49 1.42 -3.40  0.086
H: -2.88 -0.20 -2.48  0.085
H: -0.86 3.99 -2.41  0.039
H: -0.75 4.16 -0.66  0.047
H: 2.40 -1.17 0.18  0.352
H: 2.52 -0.17 1.56  0.548
H: 1.85 1.86 -0.04  0.256
H: 1.98 0.67 -1.21  0.363
H: 3.38 0.96 -0.15  0.349

[6]
One molecule with the formula C8H19NS2Si at a distorted geometry. Source: the OMol25 dataset; level of theory: ωB97M-V/def2-TZVPD.

Its lowest unoccupied orbital energy is 0.023 hartree. The calculation puts the energy above the lowest of the compared OMol25 structures with the same formula, charge and spin at 0.0 kcal per mole. For the gap between HOMO and LUMO, the calculation gives 0.30032 Ha. Its total charge is 0. As for the SMILES: CCN(CC)C(=S)S[Si](C)(C)C. Its electronic energy is -1456.85408 Ha.

Each line ends with the Mulliken charge.
Positions of all 31 atoms, in Å:
C: 2.17 0.85 1.80  -1.368
C: 1.48 0.11 0.68  -0.017
N: 0.27 -0.62 1.16  0.266
C: 0.48 -2.01 1.61  -0.770
C: 1.27 -2.17 2.91  -1.121
C: -0.94 -0.04 1.27  0.255
S: -2.30 -0.69 2.07  -0.288
S: -1.33 1.49 0.43  -0.295
Si: -1.29 0.93 -1.69  0.576
C: 0.21 1.87 -2.36  -1.342
C: -1.20 -0.86 -2.05  -1.024
C: -2.81 1.68 -2.48  -1.191
H: 1.67 0.64 2.75  0.376
H: 3.22 0.61 1.96  0.343
H: 2.15 1.91 1.66  0.374
H: 2.15 -0.64 0.29  0.426
H: 1.26 0.66 -0.22  -0.218
H: 1.02 -2.52 0.86  0.334
H: -0.55 -2.41 1.62  0.446
H: 0.73 -1.85 3.72  0.354
H: 1.57 -3.22 3.13  0.361
H: 2.19 -1.55 2.89  0.253
H: 0.42 2.92 -2.15  0.327
H: -0.08 1.90 -3.37  0.425
H: 1.09 1.29 -2.35  0.477
H: -1.90 -1.52 -1.54  0.351
H: -0.20 -1.16 -1.79  0.282
H: -1.30 -0.97 -3.12  0.406
H: -3.42 2.01 -1.65  0.335
H: -2.60 2.51 -3.13  0.362
H: -3.40 0.84 -2.94  0.306

[7]
One molecule with the formula C8H19NSi2 at a distorted geometry. Source: the OMol25 dataset; level of theory: ωB97M-V/def2-TZVPD.

Its lowest unoccupied orbital energy is 0.030 hartree. The calculation puts the energy above the lowest of the compared OMol25 structures with the same formula, charge and spin at 26.4 kcal per mole. For the gap between HOMO and LUMO, the calculation gives 0.35275 Ha. Its total charge is 0. As for the SMILES: C=C[Si](C)(C=C)N[Si](C)(C)C. Its electronic energy is -949.94860 Ha.

Each line ends with the Mulliken charge.
Positions of all 30 atoms, in Å:
C: 1.08 -2.85 -0.19  -0.799
C: 1.91 -1.86 -0.58  -0.162
Si: 1.72 -0.24 0.37  0.184
C: 3.00 -0.02 1.87  -1.116
C: 1.70 1.04 -1.15  -0.279
C: 1.62 2.38 -0.98  -0.787
N: -0.04 -0.23 0.92  -0.108
Si: -1.47 0.23 -0.05  0.361
C: -1.91 1.98 0.37  -1.055
C: -1.44 -0.43 -1.83  -1.260
C: -2.95 -0.81 0.71  -1.246
H: 0.94 -3.70 -0.78  0.320
H: 0.45 -2.79 0.67  0.247
H: 2.50 -2.02 -1.49  0.346
H: 3.99 0.23 1.71  0.414
H: 2.43 0.57 2.67  0.285
H: 2.95 -1.03 2.38  0.286
H: 1.82 0.67 -2.12  0.405
H: 1.73 3.10 -1.76  0.313
H: 1.63 2.79 0.00  0.256
H: -0.33 -0.13 1.92  0.252
H: -2.28 1.93 1.33  0.330
H: -1.31 2.76 0.10  0.415
H: -2.88 2.24 -0.30  0.242
H: -0.67 -1.15 -2.12  0.351
H: -2.29 -1.13 -1.84  0.377
H: -1.53 0.32 -2.52  0.447
H: -2.82 -1.88 0.64  0.309
H: -3.05 -0.67 1.80  0.373
H: -3.87 -0.50 0.21  0.302

[8]
A 2-piece molecular cluster, C8H19O2P overall at a distorted geometry. Source: the OMol25 dataset; level of theory: ωB97M-V/def2-TZVPD.

Its lowest unoccupied orbital energy is 0.033 hartree. The calculation puts the energy above the lowest of the compared OMol25 structures with the same formula, charge and spin at 45.5 kcal per mole. For the gap between HOMO and LUMO, the calculation gives 0.32578 Ha. Its total charge is 0. As for the SMILES: CC[C@](C)(O)P(C)O.C=CC. Its electronic energy is -807.96834 Ha.

Each line ends with the Mulliken charge.
Positions of all 30 atoms, in Å:
C: -1.30 -3.10 2.13  -1.315
C: -0.63 -2.36 0.96  -0.917
C: 0.21 -1.24 1.28  1.143
C: 1.34 -1.43 2.31  -1.512
O: -0.70 -0.17 1.68  -0.603
P: 1.06 -0.47 -0.44  0.137
C: 1.37 -2.07 -1.35  -1.218
O: -0.20 0.12 -1.26  -0.358
H: -0.50 -3.55 2.82  0.273
H: -1.76 -2.38 2.88  0.277
H: -1.92 -3.86 1.65  0.397
H: -1.49 -1.87 0.44  0.362
H: -0.20 -2.97 0.22  0.364
H: 0.82 -1.80 3.12  0.537
H: 2.06 -2.13 1.93  0.331
H: 1.96 -0.60 2.71  0.368
H: -0.19 0.56 2.06  0.339
H: 0.46 -2.54 -1.47  0.413
H: 1.74 -1.62 -2.26  0.380
H: 2.07 -2.78 -0.86  0.335
H: -0.35 1.05 -1.38  0.258
C: -1.48 3.62 -1.02  -0.757
C: -0.20 3.73 -1.43  -0.209
C: 0.24 4.34 -2.79  -0.953
H: -1.67 3.04 -0.14  0.300
H: -2.22 3.81 -1.69  0.319
H: 0.50 3.29 -0.74  0.464
H: -0.62 4.81 -3.35  0.281
H: 0.62 3.53 -3.36  0.259
H: 1.02 5.04 -2.64  0.305